[1]
# C44H36BaF5NOP2S2

A structure of composition C44H36BaF5NOP2S2 (wB97M-V/def2-TZVPD, the Open Molecules 2025 dataset).

Computed properties:
Energy relative to the best compared isomer or geometry (same formula, charge and spin) in kJ/mol: 0.0
Charge: -2
HOMO energy in eV: 0.07
Orbital gap in eV: 3.57
E in eV: -104276.8663
E_LUMO in eV: 3.64

Positions of all 92 atoms, in Å:
Ba  -1.45388  0.55793  0.71533
C  0.76436  0.45920  -3.12163
P  1.58107  2.08432  -2.74158
C  3.24899  1.88076  -3.49615
C  3.52552  1.18628  -4.67402
C  4.82146  1.06612  -5.14696
C  5.87568  1.63393  -4.44375
C  5.62136  2.31287  -3.26379
C  4.32027  2.42797  -2.79585
C  0.72101  3.16162  -3.96587
C  -0.40603  3.82693  -3.48467
C  -1.13587  4.68256  -4.29419
C  -0.73899  4.90608  -5.60367
C  0.38429  4.25717  -6.09665
C  1.10559  3.39285  -5.28576
C  1.00885  -0.53377  -2.03670
C  1.85831  -1.63421  -2.06971
C  1.84867  -2.17199  -0.76248
C  0.99893  -1.37128  -0.01087
C  0.68193  -1.40964  1.47569
P  1.26643  0.28860  2.32822
C  2.97625  -0.28727  2.71357
C  3.98567  0.67136  2.62183
C  5.30226  0.37383  2.93533
C  5.64593  -0.90675  3.34516
C  4.65868  -1.87740  3.43156
C  3.34415  -1.57029  3.11820
C  0.45592  0.45956  3.91030
C  1.13249  0.12300  5.08301
C  0.79944  0.56654  6.35034
C  -0.21604  1.56359  6.43783
C  -0.95461  1.92210  5.36812
C  -0.87407  1.27468  4.00634
N  0.49812  -0.36574  -0.80103
H  1.11914  0.05592  -4.07287
H  -0.29892  0.70062  -3.23487
H  2.71950  0.72108  -5.22714
H  5.01083  0.51979  -6.06332
H  6.89086  1.53525  -4.80916
H  6.43636  2.74605  -2.69678
H  4.12579  2.94079  -1.86146
H  -0.72974  3.65948  -2.46244
H  -2.01466  5.17130  -3.89355
H  -1.30434  5.57812  -6.23800
H  0.69904  4.41614  -7.12156
H  1.98206  2.90518  -5.69121
H  2.40641  -1.99731  -2.92886
H  2.40731  -3.02287  -0.39688
H  1.06618  -2.30472  1.96425
H  -0.40549  -1.46797  1.64226
H  3.72114  1.67062  2.29529
H  6.06195  1.14312  2.85430
H  6.67295  -1.14535  3.59653
H  4.91239  -2.88181  3.75297
H  2.59320  -2.34288  3.21212
H  2.02585  -0.48821  4.99698
H  1.39565  0.29536  7.21314
H  -0.36417  2.08930  7.38071
H  -1.69138  2.71735  5.46208
H  -1.74190  0.55936  3.94766
F  -7.54635  -2.13958  -2.83768
C  -6.58580  -1.19860  -2.72747
C  -5.34623  -1.50823  -2.19361
F  -5.10228  -2.76665  -1.78184
C  -4.37352  -0.53494  -2.09145
F  -3.19716  -0.93347  -1.56184
C  -4.54427  0.79615  -2.50996
S  -3.31835  2.01350  -2.43659
C  -5.82109  1.05461  -3.04013
F  -6.12487  2.28758  -3.47674
C  -6.81146  0.09935  -3.14953
F  -8.01081  0.42072  -3.67241
C  -4.00608  -1.99718  4.16258
S  -2.56884  -1.65572  3.11187
O  -3.15124  -0.82115  1.99818
C  -2.42787  -3.28927  2.39040
C  -1.88646  -4.31422  3.16071
C  -1.67702  -5.55282  2.58269
C  -1.98418  -5.75338  1.24163
C  -2.50525  -4.71763  0.48259
C  -2.72808  -3.47381  1.05314
H  -4.82479  -2.32195  3.52429
H  -4.24487  -1.06483  4.66918
H  -3.74358  -2.76176  4.89172
H  -1.61448  -4.13590  4.19491
H  -1.25267  -6.35638  3.17158
H  -1.79996  -6.71798  0.78594
H  -2.72927  -4.86131  -0.56593
H  -3.12498  -2.65865  0.46811
C  -1.10192  2.28078  2.84838
H  -1.96515  2.90862  3.12039
H  -0.22928  2.94889  2.82118

Quick look at the Löwdin charges, all values in e: 1.6965 -0.2960 1.0908 -0.3703 -0.1144 -0.1000 -0.1122 -0.1013 -0.1072 -0.3686 -0.1385 -0.0965 -0.1111 -0.1098 -0.0935 -0.4605 -0.1057 -0.1076 -0.4565 -0.3555 0.9852 -0.3677 -0.1026 -0.1082 -0.1219 -0.1066 -0.1089 -0.4023 -0.2020 -0.1968 -0.1954 -0.1307 -0.5103 -0.1486 0.0669 0.0665 0.0946 0.0937 0.0903 0.0942 0.0925 0.0802 0.1003 0.0901 0.0896 0.0808 0.0719 0.0735 0.0566 -0.0587 0.0959 0.0896 0.0852 0.0902 0.0921 0.0704 0.0452 0.0708 0.0725 0.0436 0.0790 -0.1603 -0.1568 0.0883 -0.2486 0.0081 -0.6420 0.4992 -0.2622 0.0516 -0.1605 0.0845 -0.2065 0.9152 -0.7538 -0.3873 -0.0870 -0.0890 -0.0867 -0.0572 -0.0551 0.0630 0.0570 0.0514 0.1133 0.0991 0.0977 0.1098 0.0940 -0.4197 -0.0266 -0.0156



[2]
# C2H5NOS

A structure of composition C2H5NOS (wB97M-V/def2-TZVPD, the Open Molecules 2025 dataset).

Computed properties:
Energy relative to the best compared isomer or geometry (same formula, charge and spin) in kJ/mol: 296.6
HOMO energy in eV: -9.49
Orbital gap in eV: 10.12
E in eV: -16525.3078
E_LUMO in eV: 0.63

Positions of all 10 atoms, in Å:
C  -0.52024  1.60843  0.02948
C  -0.82163  -0.78684  -0.07446
H  -0.33042  1.99477  1.05660
H  -1.70825  1.29469  0.10597
H  -0.33816  2.64413  -0.72875
H  1.95426  0.08427  1.16485
H  -0.45689  -1.92444  0.19848
N  -0.01589  0.24790  -0.22387
O  -1.98176  -0.72892  0.07999
S  1.55600  -0.30793  -0.03751

Quick look at the Löwdin charges, all values in e: -0.1169 -0.5470 0.0648 0.1258 0.1568 -0.1460 0.1618 -0.5434 0.0337 0.8103



[3]
# C6H6N4

The ion C6H6N4 with charge +2 (wB97M-V/def2-TZVPD, the Open Molecules 2025 dataset).

Computed properties:
Energy relative to the best compared isomer or geometry (same formula, charge and spin) in kJ/mol: 255.2
Charge: +2
HOMO energy (spin up / spin down) in eV: -18.33 / -18.33
Orbital gap (spin up / spin down) in eV: 7.41 / 7.41
E in eV: -12254.6119
E_LUMO (spin up / spin down) in eV: -10.92 / -10.92
SMILES: [H]/N=C1\C=NC=[NH+]C1=[N+]1C=C1

Positions of all 16 atoms, in Å:
H  0.44656  2.79545  -1.24626
N  0.27053  1.91538  -0.77131
C  0.38903  0.71789  -1.01411
C  1.04310  -0.19763  -1.83287
N  0.66661  -1.43036  -1.90275
C  -0.15434  -2.11846  -1.18750
N  -0.17981  -1.65104  0.12582
C  -0.08838  -0.30261  0.23280
N  -0.25133  0.25123  1.38498
C  -1.02262  0.72242  2.48267
C  -0.44282  1.59505  1.71751
H  2.13547  0.10537  -1.94611
H  -0.71382  -2.98631  -1.43295
H  -0.37356  -2.21206  0.97021
H  -1.58470  0.31230  3.22957
H  -0.13990  2.48338  1.19029

Quick look at the Löwdin charges, all values in e: 0.1547 0.2584 -0.1829 0.0577 0.2156 0.0517 0.1758 -0.0927 0.0914 0.2489 0.1639 0.2085 0.1697 0.2113 0.1289 0.1390